A structure of composition C3H5CuO3 in a non-equilibrium geometry, computed with ωB97M-V with the def2-TZVPD basis set.

Each line ends with the natural charge from an NBO analysis.
Cartesian coordinates (Å):
O1 -0.48282 -0.14974 -0.60066  -0.69
C1 -0.00187 -0.03334 0.67857  0.12
C2 -0.63969 1.01971 1.52174  -0.70
H1 1.44237 -0.17425 0.05873  0.44
H2 -0.93913 1.88633 0.91091  0.25
H3 0.06885 1.35874 2.28775  0.25
H4 -1.53733 0.62744 2.01986  0.26
O2 1.92926 -0.28216 -1.25030  -0.56
C3 0.86250 -0.19594 -1.87483  1.08
O3 0.31336 -0.89615 -2.67072  -0.66
Cu1 -1.29321 -2.18219 -2.25858  0.98
H5 0.27771 -0.97846 1.17752  0.22

Cartesian forces, eV/Å:
1.43 0.58 1.65
-1.19 -0.44 -2.44
0.73 0.56 -0.12
-0.10 0.67 -0.80
0.14 -0.41 0.16
-0.27 -0.09 0.02
0.24 -0.08 -0.08
-1.24 2.27 0.69
-0.13 -5.36 2.96
-0.26 1.50 -2.01
0.43 0.75 0.08
0.21 0.05 -0.11

* gap between HOMO and LUMO (alpha / beta): 7.69 / 8.28 eV
* relative energy (zero: lowest compared OMol25 entry of this formula, charge and spin): 81.9 kcal per mole
* net charge: +1
* multiplicity: 2
* E_HOMO (alpha / beta): -13.69 / -14.92 eV